The molecule C5H12N2S in a non-equilibrium geometry. Source: OMol25; level of theory: ωB97M-V/def2-TZVPD.

Maximum force = 2.081 eV/A
Relative energy (zero: lowest compared OMol25 entry of this formula, charge and spin) = 75.0 kJ/mol
Charge = 0
Spin multiplicity = 1
HOMO energy = -9.1 eV
SMILES = CC/N=C(/C)N(C)S
DFT total energy = -705.36426 Ha

Each line ends with the Mulliken charge.
Geometry (Å):
S1 0.64923 -1.92146 -0.65796  -0.191
N1 -0.87230 0.96171 -0.04841  -0.528
N2 0.99132 -0.50952 0.24598  -0.012
C1 0.36038 0.69894 -0.20370  0.593
C2 -1.73966 0.04559 0.63853  -0.422
C3 2.39013 -0.41094 0.70687  -0.853
C4 1.24490 1.71115 -0.87412  -1.142
C5 -2.79611 -0.53963 -0.32081  -1.080
H1 3.12427 -0.26984 -0.12644  0.276
H2 -3.34296 0.27293 -0.81372  0.294
H3 -0.10051 -2.58736 0.20866  0.114
H4 -3.55002 -1.15373 0.20727  0.333
H5 -2.23365 0.61471 1.37668  0.402
H6 1.73023 1.24958 -1.70768  0.309
H7 2.04063 2.08941 -0.22189  0.302
H8 2.65430 -1.29846 1.22235  0.291
H9 0.59745 2.49782 -1.20639  0.375
H10 2.38105 0.46252 1.43310  0.353
H11 -1.21803 -0.76056 1.18029  0.307
H12 -2.31064 -1.15286 -1.03859  0.279

=====

The molecule C5H12N2S in a non-equilibrium geometry. Source: OMol25; level of theory: ωB97M-V/def2-TZVPD.

Maximum force = 6.183 eV/A
Relative energy (zero: lowest compared OMol25 entry of this formula, charge and spin) = 350.7 kJ/mol
Charge = 0
Spin multiplicity = 1
HOMO energy = -7.8 eV
SMILES = CS/N=C\NC(C)C
DFT total energy = -705.25925 Ha

Each line ends with the Mulliken charge.
Geometry (Å):
S1 1.62020 1.89555 -0.43056  0.020
N1 0.52007 1.41727 -1.46074  -0.447
N2 -0.51126 0.29639 0.30163  -0.325
C1 -1.73583 -1.22212 1.93565  -1.330
C2 2.64981 2.95447 -1.38222  -0.733
C3 -0.51531 0.65670 -1.07044  0.041
C4 -1.16399 -0.97009 0.56312  0.398
C5 -0.46580 -2.32119 0.19979  -0.877
H1 3.66283 3.10074 -0.82171  0.278
H2 -2.54618 -2.13495 1.81981  0.286
H3 -1.97280 -0.77010 -0.25025  0.181
H4 0.45441 0.27844 0.59349  0.255
H5 -0.99464 -1.88000 2.76199  0.243
H6 0.70028 -2.04833 0.56844  0.218
H7 2.77423 2.40543 -2.37905  0.248
H8 -2.12558 -0.38209 2.61879  0.329
H9 -1.20032 0.32779 -1.80610  0.415
H10 -0.61362 -2.37493 -1.03589  0.219
H11 2.27713 4.11523 -1.46614  0.243
H12 -0.81362 -3.34419 0.74039  0.338

=====

A cluster of 2 separate species, C5H12N3 in total in a non-equilibrium geometry. Source: OMol25; level of theory: ωB97M-V/def2-TZVPD.

Maximum force = 7.932 eV/A
Relative energy (zero: lowest compared OMol25 entry of this formula, charge and spin) = 475.1 kJ/mol
Charge = +1
Spin multiplicity = 1
HOMO energy = -13.3 eV
DFT total energy = -361.58717 Ha

Each line ends with the Mulliken charge.
Geometry (Å):
N1 2.54476 0.72931 0.80410  -0.318
N2 0.61009 -1.83256 -1.04891  -0.428
N3 1.45083 -1.00211 -0.55818  0.387
C1 -1.85402 -1.11424 1.10778  -1.047
C2 -0.28960 1.85962 -0.95015  -1.146
C3 1.90361 -0.19597 0.18898  0.384
C4 -1.48594 -0.15666 -0.01911  -0.579
C5 -0.65683 0.85095 0.16836  -0.398
H1 0.63290 2.29241 -0.57246  0.330
H2 -0.48139 1.18052 1.15772  0.513
H3 -0.40215 -1.56514 -0.81524  0.194
H4 -1.10777 2.55044 -0.91692  0.387
H5 0.84572 -2.55367 -1.55147  0.161
H6 -1.83931 -0.41161 -0.98892  0.651
H7 -0.86857 -1.57428 1.42547  0.275
H8 -0.18441 1.45243 -1.91402  0.326
H9 3.08032 1.27531 0.07813  0.313
H10 -2.33224 -1.99808 0.80994  0.348
H11 -2.39446 -0.58824 1.83941  0.387
H12 2.82847 0.80157 1.75550  0.261

=====

- The lowest HOMO energy belongs to which entry?
  C5H12N3